{"formula": "C21H54O11", "method": "the ωB97M-V functional and the def2-TZVPD basis", "elements": ["C", "C", "O", "C", "H", "H", "H", "H", "H", "H", "C", "C", "O", "C", "H", "H", "H", "H", "H", "H", "C", "C", "O", "C", "H", "H", "H", "H", "H", "H", "C", "C", "O", "C", "H", "H", "H", "H", "H", "H", "C", "C", "O", "C", "H", "H", "H", "H", "H", "H", "C", "O", "H", "H", "H", "H", "C", "O", "H", "H", "H", "H", "C", "O", "H", "H", "H", "H", "C", "O", "H", "H", "H", "H", "C", "O", "H", "H", "H", "H", "C", "O", "H", "H", "H", "H"], "positions_angstrom": [[17.791670, 16.549390, -5.740890], [16.424450, 15.969400, -5.958610], [16.092670, 15.535820, -7.087930], [15.516570, 15.861600, -4.749620], [17.974590, 16.484590, -4.668300], [17.751600, 17.602220, -6.020240], [18.408130, 16.075520, -6.504770], [15.751910, 14.949820, -4.200630], [14.512430, 15.651000, -5.117650], [15.376330, 16.752290, -4.137180], [17.139180, 2.967850, -2.350140], [18.077490, 2.100620, -1.494990], [19.011200, 1.434260, -1.960590], [17.981970, 2.405990, 0.021210], [16.093120, 2.661580, -2.341800], [17.380630, 2.874470, -3.408950], [17.144000, 4.016590, -2.053120], [18.765890, 1.877300, 0.563480], [17.007710, 2.120650, 0.418050], [18.148570, 3.478640, 0.120070], [21.802160, 7.934310, -7.404110], [20.837150, 8.951990, -6.933370], [20.412430, 9.039190, -5.787520], [20.283400, 9.842950, -7.999330], [22.080500, 7.292580, -6.568160], [22.706360, 8.385260, -7.812960], [21.314830, 7.294570, -8.139870], [21.075640, 10.522140, -8.314220], [19.478330, 10.455200, -7.592980], [19.882670, 9.201150, -8.783940], [22.821010, 11.490470, 4.232550], [23.366620, 10.345540, 4.924690], [22.613670, 9.461550, 5.350530], [24.850860, 10.249850, 5.224750], [21.837070, 11.363690, 3.781030], [23.458110, 11.751280, 3.387460], [22.845560, 12.318140, 4.941390], [25.116980, 11.128950, 5.811660], [25.523550, 10.099820, 4.380300], [25.007570, 9.431940, 5.927980], [9.592570, 7.931850, -4.196130], [9.066600, 8.456120, -5.559460], [9.119330, 9.663960, -5.965090], [8.299950, 7.433790, -6.378620], [8.873290, 7.375070, -3.595520], [10.008230, 8.758340, -3.619710], [10.497660, 7.333060, -4.297890], [7.517320, 6.901360, -5.838150], [8.994040, 6.644440, -6.667170], [7.922890, 7.772250, -7.343690], [23.502060, 14.298010, -2.355790], [22.240540, 13.811800, -1.956580], [24.377490, 13.740560, -2.022660], [23.558930, 14.166630, -3.436350], [23.782300, 15.308670, -2.058930], [22.094350, 12.967420, -2.389300], [17.188080, 9.915140, 7.853900], [15.814540, 9.654020, 8.027140], [17.768480, 9.088030, 8.262710], [17.324590, 9.999300, 6.775760], [17.526170, 10.824550, 8.350660], [15.268020, 10.285790, 7.554080], [12.148870, 18.611220, 1.970880], [10.846100, 19.037910, 1.817680], [12.941020, 19.165030, 1.467000], [12.346690, 18.703960, 3.038750], [12.258780, 17.561030, 1.700470], [10.469390, 19.272570, 2.668930], [19.540310, 17.330320, 2.403980], [18.804980, 16.357100, 1.750380], [20.586490, 17.204670, 2.682960], [19.699040, 17.988510, 1.549760], [18.934460, 17.943530, 3.071080], [19.440160, 15.907960, 1.187870], [11.632490, 8.001280, 4.054330], [11.876290, 7.332190, 5.265050], [12.610380, 8.324090, 3.697080], [11.144480, 7.344900, 3.333820], [10.928890, 8.803350, 4.277330], [12.591490, 7.663810, 5.812870], [15.865400, 10.494100, -0.122480], [14.815170, 11.522580, -0.247360], [15.388470, 9.535980, 0.084030], [16.488470, 10.404320, -1.012330], [16.484330, 10.698090, 0.751250], [15.163880, 12.313230, 0.170810]], "atomic_forces_ev_per_a": [[-1.0, 0.1, -0.4], [-0.9, -0.9, -2.5], [0.6, 1.1, 3.1], [-1.3, -0.4, -1.0], [0.9, -0.2, -0.3], [-0.1, 0.2, 0.1], [0.6, -0.1, 0.7], [0.4, 0.3, 0.4], [-0.1, 0.0, -0.2], [0.8, -0.1, 0.2], [-0.1, -0.8, -0.7], [1.9, 0.4, 0.0], [-2.4, 1.1, 0.8], [0.3, -0.7, -0.9], [-0.1, -0.2, 0.6], [0.5, 0.1, 0.1], [0.3, -0.1, 0.1], [-0.1, 0.0, -0.1], [-0.1, 0.2, 0.0], [-0.2, 0.0, 0.2], [0.5, -0.9, 0.7], [-1.5, 0.6, 1.2], [0.9, -0.4, -0.9], [-0.3, 0.4, 0.4], [0.1, 0.1, 0.0], [-0.1, 0.0, -0.2], [0.1, 0.1, -0.3], [0.0, -0.2, -0.6], [0.0, -0.1, 0.0], [0.3, 0.3, -0.4], [0.0, 1.5, -1.5], [-0.9, -3.4, 1.4], [1.1, 1.1, -0.6], [-0.2, -0.1, 0.8], [-0.1, -0.3, 0.6], [0.3, 0.3, 0.1], [-0.2, 0.3, -0.1], [0.3, 0.4, -0.4], [-0.2, 0.4, -0.1], [-0.2, -0.2, -0.2], [0.9, 1.2, -0.5], [-1.2, 3.3, -0.9], [0.4, -4.5, 1.9], [0.6, -0.5, -0.6], [-0.2, 0.1, -0.3], [-0.5, 0.3, 0.1], [-0.2, -0.5, -0.5], [0.0, 0.3, 0.3], [0.3, -0.2, 0.2], [-0.1, 0.6, 0.4], [1.0, -0.7, -1.2], [0.0, 0.5, 0.9], [-0.2, -0.7, 0.6], [0.2, 0.7, -0.3], [-1.1, 0.2, 0.0], [0.1, 0.0, 0.0], [-0.2, 0.2, -0.7], [-0.6, -0.5, 0.8], [-0.2, -0.1, -0.1], [0.8, 0.0, 0.0], [-0.1, 0.2, 0.0], [0.3, 0.1, 0.0], [1.0, -0.7, 1.6], [-1.4, 0.7, -1.0], [-0.4, 0.4, -0.4], [0.7, -0.3, 0.1], [0.0, -0.1, -0.1], [0.1, 0.0, -0.2], [0.5, 3.0, -2.0], [-0.4, -2.3, 0.6], [-0.3, -1.1, 0.9], [0.4, 1.3, 0.2], [0.1, -0.7, 0.4], [-0.3, -0.3, -0.2], [0.5, 0.5, 0.7], [-0.6, -1.6, 0.8], [-0.4, 0.5, -0.7], [0.2, -0.3, 0.2], [0.2, 0.5, -0.5], [0.0, 0.4, -0.5], [-1.0, 0.7, 0.4], [1.1, -1.1, 0.0], [-0.2, 0.1, -0.2], [-0.1, 0.2, -0.1], [0.2, 0.1, -0.1], [0.0, 0.1, -0.1]], "mulliken_charge": [-0.94, 0.75, -0.58, -1.08, 0.31, 0.26, 0.33, 0.29, 0.34, 0.34, -1.07, 0.79, -0.55, -1.00, 0.32, 0.32, 0.30, 0.28, 0.32, 0.29, -1.08, 0.82, -0.57, -0.99, 0.30, 0.32, 0.31, 0.30, 0.28, 0.31, -1.00, 0.79, -0.57, -1.01, 0.30, 0.33, 0.26, 0.30, 0.31, 0.30, -1.08, 0.81, -0.56, -1.04, 0.32, 0.32, 0.31, 0.31, 0.31, 0.31, -0.55, -0.50, 0.26, 0.23, 0.25, 0.30, -0.45, -0.51, 0.21, 0.23, 0.23, 0.30, -0.48, -0.50, 0.22, 0.22, 0.21, 0.32, -0.65, -0.47, 0.28, 0.28, 0.26, 0.30, -0.37, -0.52, 0.19, 0.19, 0.20, 0.31, -0.48, -0.50, 0.21, 0.23, 0.24, 0.30], "e_above_lowest_ev": 4.414, "energy_ha": -1659.923632, "e_lumo_ev": 0.02, "fmax_ev_per_a": 4.90, "smiles": "CC(C)=O.CC(C)=O.CC(C)=O.CC(C)=O.CC(C)=O.CO.CO.CO.CO.CO.CO", "orbital_gap_ev": 9.612}